Computed, not measured: C10H20Br10 as an isolated structure at a distorted geometry, with ωB97M-V/def2-TZVPD.

Energy above the lowest of the compared OMol25 structures with the same formula, charge and spin ... 307.2 kcal/mol
Multiplicity ... 1

Each line ends with the natural charge from an NBO analysis.
Element x y z (Å)
Br: -3.372 -28.328 -16.911  -0.007
C: -4.646 -28.276 -15.442  -0.479
C: -4.872 -26.823 -15.021  -0.534
Br: -6.342 -26.744 -13.717  -0.023
H: -4.166 -28.918 -14.703  0.238
H: -5.582 -28.694 -15.812  0.238
H: -5.301 -26.100 -15.715  0.247
H: -3.998 -26.358 -14.566  0.248
Br: -8.166 -21.073 -20.597  -0.050
C: -7.700 -21.443 -18.737  -0.528
C: -7.951 -20.195 -17.899  -0.422
Br: -9.908 -19.487 -17.835  -0.039
H: -6.663 -21.778 -18.751  0.220
H: -8.236 -22.322 -18.379  0.216
H: -7.464 -19.310 -18.310  0.228
H: -7.481 -20.062 -16.925  0.231
Br: -5.767 -26.901 -18.139  -0.012
C: -5.392 -24.996 -17.561  -0.462
C: -6.591 -24.045 -17.725  -0.408
Br: -6.194 -22.178 -17.148  0.046
H: -4.713 -24.614 -18.323  0.212
H: -4.803 -25.041 -16.645  0.208
H: -7.449 -24.349 -17.124  0.138
H: -6.880 -24.009 -18.775  0.213
Br: -8.886 -24.112 -17.308  0.123
C: -8.923 -24.637 -15.412  -0.473
C: -9.259 -23.601 -14.403  -0.422
Br: -11.231 -23.225 -14.513  -0.026
H: -8.030 -25.207 -15.158  0.241
H: -9.832 -25.227 -15.297  0.252
H: -8.705 -22.677 -14.572  0.229
H: -9.020 -23.904 -13.383  0.243
Br: -4.808 -24.474 -14.549  0.020
C: -3.073 -23.656 -15.184  -0.449
C: -2.442 -24.675 -16.019  -0.395
Br: -2.007 -26.400 -14.953  -0.012
H: -2.522 -23.473 -14.261  0.242
H: -3.271 -22.737 -15.735  0.246
H: -1.546 -24.335 -16.539  0.242
H: -3.103 -24.988 -16.828  0.218

---

Computed, not measured: one molecule with the formula C6H10OS at a distorted geometry, with ωB97M-V/def2-TZVPD.

Energy above the lowest of the compared OMol25 structures with the same formula, charge and spin ... 29.9 kcal/mol
Multiplicity ... 1
Structure (SMILES) ... CSC(C=O)=C(C)C

Each line ends with the natural charge from an NBO analysis.
Element x y z (Å)
C: -2.170 -1.472 -0.221  -0.757
S: -0.601 -1.239 -1.057  0.215
C: 0.210 -0.117 0.066  -0.345
C: 0.491 -0.784 1.377  0.388
O: 1.015 -0.211 2.309  -0.543
C: 0.612 1.168 -0.294  0.152
C: 1.284 2.058 0.696  -0.672
C: 0.248 1.706 -1.586  -0.668
H: -2.699 -0.472 -0.216  0.216
H: -2.142 -1.851 0.792  0.217
H: -2.788 -2.067 -0.903  0.236
H: 0.335 -1.874 1.426  0.129
H: 2.119 1.535 1.166  0.259
H: 0.629 2.194 1.583  0.257
H: 1.614 2.972 0.169  0.212
H: 0.128 0.959 -2.332  0.243
H: 0.959 2.521 -1.947  0.219
H: -0.703 2.246 -1.524  0.241

---

Computed, not measured: one molecule with the formula C16H13N3O4 at a distorted geometry, with ωB97M-V/def2-TZVPD.

Energy above the lowest of the compared OMol25 structures with the same formula, charge and spin ... 10.0 kcal/mol
Multiplicity ... 1
Structure (SMILES) ... O=c1c2ccccc2ncn1CCOc1ccccc1[N+](=O)[O-]

Each line ends with the natural charge from an NBO analysis.
Element x y z (Å)
O: -1.607 0.753 1.681  -0.613
C: -0.583 0.133 1.473  0.675
C: 0.748 0.713 1.359  -0.227
C: 0.924 2.095 1.445  -0.140
C: 2.179 2.638 1.292  -0.230
C: 3.276 1.810 1.052  -0.178
C: 3.125 0.445 0.975  -0.233
C: 1.856 -0.123 1.129  0.240
N: 1.716 -1.485 1.055  -0.474
C: 0.540 -1.969 1.129  0.291
N: -0.611 -1.255 1.287  -0.445
C: -1.896 -1.924 1.235  -0.260
C: -2.240 -2.394 -0.186  -0.078
O: -2.545 -1.317 -1.053  -0.491
C: -1.656 -0.332 -1.332  0.323
C: -2.189 0.960 -1.230  -0.240
C: -1.428 2.086 -1.445  -0.146
C: -0.083 1.966 -1.773  -0.240
C: 0.456 0.712 -1.931  -0.177
C: -0.313 -0.442 -1.745  -0.023
N: 0.340 -1.677 -2.070  0.517
O: -0.347 -2.671 -2.228  -0.398
O: 1.546 -1.665 -2.210  -0.370
H: 0.055 2.710 1.627  0.236
H: 2.318 3.706 1.357  0.217
H: 4.256 2.249 0.929  0.218
H: 3.959 -0.212 0.789  0.231
H: 0.424 -3.044 1.060  0.194
H: -1.889 -2.789 1.902  0.213
H: -2.640 -1.198 1.575  0.259
H: -1.446 -3.030 -0.591  0.207
H: -3.167 -2.971 -0.155  0.206
H: -3.223 1.038 -0.935  0.238
H: -1.876 3.061 -1.334  0.221
H: 0.530 2.840 -1.916  0.225
H: 1.488 0.580 -2.218  0.253

---

Computed, not measured: C5H10OS as an isolated structure at a distorted geometry, with ωB97M-V/def2-TZVPD.

Energy above the lowest of the compared OMol25 structures with the same formula, charge and spin ... 156.8 kcal/mol
Multiplicity ... 1

Each line ends with the natural charge from an NBO analysis.
Element x y z (Å)
C: 3.691 1.463 -0.150  -0.410
C: 0.190 0.125 0.722  -0.395
C: -1.853 -1.316 0.843  -0.607
C: -1.315 0.344 -1.163  -0.585
C: -0.719 -0.657 -0.031  -0.324
O: 1.978 -0.779 -0.807  -0.928
S: 1.874 0.104 0.288  1.259
H: 3.026 2.294 -0.300  0.108
H: 4.480 1.772 0.579  0.131
H: -0.210 0.807 1.483  0.226
H: -2.386 -0.677 1.556  0.204
H: -1.625 -2.212 1.481  0.220
H: -2.644 -1.640 0.228  0.214
H: -1.886 1.153 -0.722  0.206
H: -1.925 -0.149 -1.942  0.220
H: -0.503 0.846 -1.633  0.216
H: -0.172 -1.481 -0.433  0.247

---

Computed, not measured: a 2-piece molecular cluster, C5H13N2O overall at a distorted geometry, with ωB97M-V/def2-TZVPD.

Energy above the lowest of the compared OMol25 structures with the same formula, charge and spin ... 216.5 kcal/mol
Multiplicity ... 1
Total charge ... -1

Each line ends with the natural charge from an NBO analysis.
Element x y z (Å)
C: 0.517 0.323 -0.045  -0.268
N: 1.546 -0.292 0.783  -0.645
C: 2.238 -1.449 0.022  0.097
O: 3.166 -1.197 -0.891  -0.659
C: -0.998 0.309 0.217  -0.131
C: -1.588 0.377 1.546  -0.650
N: -1.517 1.457 -0.625  -0.424
C: -2.728 1.101 -1.148  -0.455
H: 0.794 1.417 -0.179  0.200
H: 0.634 -0.098 -1.070  0.199
H: 0.605 -0.956 1.041  0.339
H: 1.352 -2.105 -0.388  0.159
H: 2.542 -2.058 0.847  0.128
H: -0.151 -2.368 1.019  -0.244
H: -0.986 0.912 2.311  0.209
H: -1.816 -0.616 1.957  0.217
H: -2.408 1.046 1.343  0.224
H: -1.331 -0.564 -0.330  0.196
H: -3.484 0.662 -0.446  0.156
H: -2.640 0.290 -1.934  0.174
H: -3.283 1.899 -1.693  0.177

---

Computed, not measured: C19H17F3IOS as an isolated structure at a distorted geometry, with ωB97M-V/def2-TZVPD.

Energy above the lowest of the compared OMol25 structures with the same formula, charge and spin ... 0.0 kcal/mol
Multiplicity ... 1
Total charge ... -1

Each line ends with the natural charge from an NBO analysis.
Element x y z (Å)
C: 0.293 -1.067 1.797  -0.654
C: -0.369 -1.792 0.612  0.256
C: -0.243 -3.311 0.776  -0.645
C: -1.858 -1.424 0.489  -0.088
C: -2.511 -1.413 -0.735  -0.143
I: -1.729 -1.935 -2.584  0.169
C: -3.846 -1.073 -0.825  -0.238
C: -4.569 -0.768 0.314  -0.211
C: -3.945 -0.819 1.538  -0.227
C: -2.611 -1.147 1.626  -0.142
O: 0.312 -1.406 -0.601  -0.696
S: 1.901 -1.675 -0.548  0.516
C: 2.344 0.079 -0.691  0.817
F: 3.683 0.147 -0.751  -0.314
F: 1.787 0.546 -1.820  -0.318
F: 1.874 0.713 0.392  -0.317
H: -0.121 -1.378 2.754  0.223
H: 1.361 -1.273 1.819  0.257
H: 0.174 0.009 1.691  0.217
H: -0.785 -3.659 1.654  0.225
H: -0.650 -3.814 -0.099  0.213
H: 0.803 -3.598 0.876  0.236
H: -4.326 -1.052 -1.793  0.220
H: -5.610 -0.502 0.242  0.210
H: -4.505 -0.601 2.431  0.211
H: -2.154 -1.196 2.598  0.217
C: 4.718 -2.103 2.940  -0.407
C: 5.666 -3.112 2.838  -0.258
C: 5.377 -4.124 3.748  -0.385
C: 4.201 -3.749 4.457  -0.128
C: 3.791 -2.481 3.953  -0.027
C: 2.660 -1.854 4.474  -0.248
C: 1.950 -2.493 5.477  -0.297
C: 2.346 -3.735 5.967  -0.296
C: 3.469 -4.374 5.469  -0.202
H: 4.679 -1.195 2.357  0.177
H: 6.501 -3.106 2.157  0.180
H: 5.936 -5.031 3.901  0.180
H: 2.368 -0.886 4.105  0.180
H: 1.077 -2.015 5.889  0.178
H: 1.772 -4.205 6.750  0.180
H: 3.778 -5.330 5.852  0.182

---

- The highest energy above the lowest of the compared OMol25 structures with the same formula, charge and spin belongs to which entry?
  C10H20Br10

---

- Which formula does entry 4 have?
  C5H10OS